137
Properties=species:S:1:pos:R:3:forces:R:3:lowdin_charge:R:1 method="wB97M-V/def2-TZVPD" smiles="O=S1(=O)OCCO1.O=S1(=O)OCCO1.O=S1(=O)OCCO1.C1CCOC1.C1CCOC1.C1CCOC1.C1CCOC1.C1CCOC1.C1CCOC1.C1CCOC1.C1CCOC1" e_above_lowest_kcal_mol=36.32 e_homo_ha=-0.34485 largest_force_ha_per_bohr=0.049
O -2.502 7.090 3.104 0.5 -0.1 1.3 -0.2320
S -1.729 6.793 4.286 0.2 -0.9 -1.1 0.6562
O -1.282 7.788 5.194 -0.4 -0.5 -0.4 -0.1991
O -2.417 5.572 5.086 0.3 0.7 0.1 -0.1879
C -2.179 4.356 4.361 0.0 0.2 -0.4 -0.1429
C -0.854 4.548 3.587 0.1 -0.6 0.3 -0.1532
O -0.465 5.892 3.816 -0.2 0.9 -0.1 -0.1864
H -2.073 3.549 5.079 -0.4 0.5 -0.5 0.0689
H -3.021 4.229 3.685 0.0 -0.4 0.0 0.1138
H -0.961 4.254 2.541 -0.1 0.6 -0.2 0.1183
H -0.041 3.938 3.978 -0.1 0.0 0.2 0.1297
O -2.233 -6.900 1.986 -0.1 0.7 0.2 -0.2298
S -3.068 -5.970 2.678 -0.8 0.7 0.3 0.6575
O -3.768 -6.417 3.855 0.8 0.8 -1.2 -0.2360
O -2.291 -4.560 2.934 -0.6 -1.4 1.0 -0.2028
C -2.555 -3.561 1.941 0.7 -0.4 -0.2 -0.1563
C -3.567 -4.191 0.988 0.0 0.4 -0.8 -0.1654
O -4.145 -5.293 1.670 0.4 -1.0 0.6 -0.1889
H -2.894 -2.625 2.378 0.0 -0.2 0.4 0.1091
H -1.568 -3.440 1.497 -0.4 0.5 -0.4 0.1070
H -3.062 -4.479 0.065 -0.1 -0.4 0.1 0.1118
H -4.406 -3.547 0.729 0.1 0.2 0.2 0.1328
O -0.202 -0.962 5.632 -1.4 1.1 -0.1 -0.2180
S -1.528 -0.448 5.378 -0.2 -1.1 0.1 0.6669
O -2.329 -1.101 4.375 0.8 1.3 1.1 -0.2155
O -2.379 -0.345 6.750 0.0 -0.4 -1.2 -0.1765
C -2.002 0.830 7.450 0.8 -0.4 1.0 -0.1579
C -1.437 1.828 6.440 0.1 -0.1 0.1 -0.1559
O -1.524 1.164 5.162 0.4 -0.4 -0.2 -0.2061
H -2.837 1.180 8.050 -0.1 0.0 -0.2 0.1386
H -1.184 0.518 8.105 -0.2 0.3 0.3 0.1321
H -0.416 2.072 6.731 0.2 -0.2 -0.5 0.1383
H -1.969 2.773 6.372 -0.3 -0.5 0.3 0.1016
C -0.539 1.171 0.494 0.5 -0.7 0.4 -0.1244
C 0.131 0.135 -0.444 0.4 1.1 0.5 -0.1558
C -0.969 -0.891 -0.476 -0.3 0.7 -0.3 -0.2021
O -1.332 -1.025 0.877 -0.3 -0.6 0.8 -0.1735
C -1.344 0.267 1.492 -0.3 0.5 -1.2 -0.1531
H -1.201 1.737 -0.163 -0.2 0.2 0.5 0.0647
H 0.144 1.845 1.010 0.1 0.0 -0.2 0.1095
H 1.047 -0.254 0.007 -0.1 -0.3 0.0 0.1017
H 0.412 0.583 -1.398 -0.2 -0.1 0.0 0.0833
H -0.673 -1.830 -0.944 -0.2 -0.2 0.4 0.1196
H -1.862 -0.461 -0.954 0.2 -0.2 -0.7 0.1293
H -1.055 0.135 2.532 0.8 0.2 -0.2 0.0882
H -2.346 0.710 1.567 -0.3 -0.5 -0.2 0.1170
C 0.707 -4.826 -2.567 -0.9 -0.7 -0.7 -0.1869
C 1.392 -5.686 -1.522 -0.9 1.3 0.3 -0.1267
C 0.550 -5.249 -0.309 0.3 -1.0 0.7 -0.1934
O -0.803 -5.171 -0.767 0.1 0.7 -0.2 -0.1440
C -0.782 -4.886 -2.172 1.0 0.0 0.0 -0.1859
H 0.722 -5.196 -3.595 0.6 0.1 0.0 0.1142
H 1.078 -3.804 -2.520 0.0 0.0 0.0 0.0721
H 2.437 -5.399 -1.436 0.2 -0.6 0.2 0.1097
H 1.164 -6.740 -1.667 0.5 -0.1 -0.2 0.1222
H 0.862 -4.336 0.211 0.1 0.3 -0.5 0.0982
H 0.622 -6.031 0.452 -0.4 0.0 0.1 0.1229
H -1.190 -3.925 -2.501 -0.7 0.0 0.6 0.0960
H -1.305 -5.703 -2.670 -0.1 0.1 -0.1 0.1221
C -3.153 4.311 -0.223 1.0 -0.9 -1.6 -0.1909
C -4.086 5.205 0.499 0.2 0.1 2.5 -0.1611
C -4.935 4.152 1.208 -0.5 0.0 -0.9 -0.1895
O -5.206 3.200 0.169 0.3 -0.5 0.1 -0.1363
C -4.072 3.175 -0.719 -0.2 1.2 -0.1 -0.1875
H -2.362 3.848 0.376 -0.2 0.3 0.6 0.0925
H -2.591 4.786 -1.033 -0.3 0.0 -0.1 0.1108
H -4.688 5.891 -0.091 0.0 -0.2 -0.3 0.1275
H -3.562 5.759 1.284 0.0 0.4 -0.3 0.0931
H -5.883 4.542 1.578 0.0 -0.2 0.0 0.1245
H -4.401 3.636 2.014 0.1 0.2 0.1 0.1028
H -4.453 3.440 -1.708 0.0 -0.4 -0.1 0.1160
H -3.532 2.228 -0.750 -0.4 -0.3 0.1 0.0974
C 1.391 -2.306 2.398 -0.1 -0.9 0.0 -0.1638
C 2.231 -1.313 3.182 0.5 -0.3 -0.6 -0.1639
C 3.246 -2.274 3.771 -0.1 0.0 1.1 -0.2095
O 2.418 -3.332 4.253 0.2 -0.1 0.3 -0.1438
C 1.259 -3.492 3.395 1.3 1.4 -0.2 -0.1450
H 2.029 -2.695 1.596 -0.2 0.3 -0.3 0.0907
H 0.431 -1.973 2.004 0.1 0.1 0.0 0.0902
H 1.681 -0.892 4.021 0.0 0.3 -0.1 0.0952
H 2.692 -0.552 2.549 -0.1 0.2 0.1 0.1007
H 3.783 -1.807 4.602 -0.2 -0.2 0.3 0.1184
H 4.049 -2.678 3.144 -0.3 0.2 -0.7 0.1132
H 0.372 -3.348 4.008 -0.1 -0.7 0.0 0.1116
H 1.420 -4.439 2.885 -0.8 -0.2 0.1 0.1152
C 0.757 -1.170 -3.599 -0.5 -0.1 0.3 -0.1597
C 0.059 -2.106 -4.588 0.1 0.2 0.4 -0.1449
C 0.179 -1.355 -5.941 0.0 -0.8 1.0 -0.1744
O 1.110 -0.305 -5.755 0.7 -0.3 0.1 -0.1132
C 1.717 -0.397 -4.474 -0.3 0.9 -0.1 -0.2036
H 1.287 -1.663 -2.781 -0.1 -0.2 -0.1 0.0852
H -0.031 -0.566 -3.140 0.4 0.4 -0.1 0.0780
H -0.968 -2.338 -4.304 0.0 0.1 0.0 0.1077
H 0.593 -3.056 -4.595 0.0 0.0 -0.4 0.0888
H -0.717 -0.832 -6.275 -0.3 -0.7 -0.2 0.1089
H 0.524 -2.175 -6.579 0.0 0.8 -0.9 0.1173
H 1.879 0.636 -4.149 -0.5 -0.2 0.0 0.0857
H 2.729 -0.820 -4.495 -0.2 -0.5 -0.3 0.1241
C -2.116 1.641 -3.710 0.0 -1.7 0.5 -0.1739
C -1.010 2.433 -3.070 -0.5 1.6 0.3 -0.1592
C -1.076 3.702 -3.929 0.3 -0.4 -0.2 -0.1943
O -1.221 3.189 -5.247 -0.1 -0.3 -0.5 -0.1194
C -2.065 2.037 -5.172 -1.0 0.3 -0.3 -0.1866
H -3.126 1.858 -3.362 0.2 0.3 0.5 0.1023
H -1.979 0.573 -3.508 0.0 -0.1 -0.3 0.0994
H -0.032 1.968 -3.190 0.0 -0.1 0.0 0.0981
H -1.182 2.712 -2.026 0.1 -0.3 0.0 0.0908
H -0.165 4.296 -3.855 -0.1 0.0 -0.3 0.1195
H -1.941 4.343 -3.710 0.0 -0.1 0.3 0.1211
H -1.823 1.286 -5.924 0.8 0.0 0.3 0.1085
H -3.121 2.240 -5.402 0.2 0.7 -0.4 0.1151
C 3.790 -1.055 -0.556 -0.4 0.1 -0.5 -0.1714
C 5.293 -1.129 -0.577 0.8 0.4 0.6 -0.1691
C 5.578 -2.588 -0.176 -1.1 -0.1 -0.8 -0.1448
O 4.342 -3.322 -0.434 0.0 0.4 -0.4 -0.1458
C 3.427 -2.437 -1.070 -0.6 -0.2 0.6 -0.2313
H 3.386 -0.277 -1.202 0.0 0.1 0.1 0.0815
H 3.399 -0.904 0.452 0.0 -0.1 0.0 0.0978
H 5.804 -0.428 0.089 -0.2 0.0 0.2 0.1145
H 5.679 -0.853 -1.562 -0.1 -0.5 -0.1 0.1096
H 5.714 -2.754 0.890 0.7 0.2 -0.1 0.1146
H 6.343 -2.982 -0.846 0.3 -0.3 0.5 0.1166
H 2.409 -2.697 -0.762 0.0 -0.2 0.0 0.0923
H 3.449 -2.523 -2.162 0.3 0.1 -0.1 0.1189
C 4.094 1.671 -3.482 0.1 0.4 0.9 -0.1676
C 3.606 2.924 -4.217 0.7 -0.3 0.3 -0.1536
C 4.210 4.036 -3.368 -0.1 -0.9 -0.6 -0.1999
O 4.147 3.573 -2.019 -0.2 0.0 0.1 -0.1187
C 4.072 2.152 -2.009 -0.4 -0.7 -1.3 -0.2047
H 5.126 1.369 -3.665 -0.1 0.1 -0.8 0.1176
H 3.397 0.846 -3.615 0.9 0.1 0.1 0.0450
H 2.520 3.011 -4.165 -0.1 -0.2 -0.3 0.1064
H 3.998 2.936 -5.233 -0.4 0.2 -0.1 0.1190
H 3.629 4.944 -3.509 0.3 0.3 0.4 0.1196
H 5.249 4.131 -3.698 0.1 0.5 0.3 0.1205
H 3.110 1.746 -1.683 0.0 0.7 1.0 0.0979
H 4.905 1.699 -1.476 -0.1 0.2 0.4 0.1081